Entry 1:
# C5H12NO2

A gas-phase ion, C5H12NO2 (charge -2) in a non-equilibrium geometry (ωB97M-V/def2-TZVPD, the Open Molecules 2025 dataset).

```
20
Properties=species:S:1:pos:R:3:forces:R:3:lowdin_spin:R:1
O -0.288 1.324 -1.710 1.35 1.62 0.05 0.01
O 1.214 2.207 0.133 -0.10 -1.43 0.09 0.00
N -1.218 -1.562 0.333 -1.16 -0.31 -1.43 0.02
C 0.368 -0.103 1.187 1.45 3.12 -2.57 0.02
C -0.639 -0.238 0.038 0.05 -1.79 1.39 0.01
C -0.056 -0.014 -1.409 -0.61 0.34 0.78 0.02
C 0.884 1.399 1.271 -2.74 1.21 -1.78 0.00
C -0.304 -2.712 0.172 -1.61 -0.80 -0.72 0.48
H 1.143 -0.781 1.006 1.50 -1.15 -0.31 0.01
H -0.527 -0.601 -2.220 -0.39 -0.21 0.71 0.02
H 0.359 1.928 -0.969 -0.41 -1.34 -0.14 0.00
H -0.090 1.893 1.628 1.04 -0.31 0.69 0.00
H -0.033 -0.358 2.119 -1.00 -0.28 1.34 0.01
H 1.690 1.500 1.951 0.75 -0.02 1.30 0.00
H -2.089 -1.739 -0.232 1.46 0.31 0.54 0.04
H 0.612 -2.615 -0.477 -1.04 -0.03 0.50 0.07
H -0.999 -3.548 -0.116 0.85 0.30 -0.53 0.17
H 1.004 -0.357 -1.453 -0.22 0.50 0.28 0.01
H -0.067 -3.114 1.133 1.03 0.12 0.91 0.09
H -1.398 0.489 0.355 -0.19 0.12 -1.11 0.00
```
Positions in Å, forces in eV/Å.

Summary:
Energy above the lowest of the compared OMol25 structures with the same formula, charge and spin (eV): 2.4802
Expectation value of S²: 0.751
Charge: -2
2S+1: 2
E_tot (eV): -10959.1473
HOMO energy (spin up / spin down) (eV): 4.03 / -0.79
Orbital gap (spin up / spin down) (eV): 2.7 / 7.5
Lowest unoccupied orbital energy (spin up / spin down) (eV): 6.8 / 6.7

---

Entry 2:
# C2H8O3

3 unconnected molecules or ions with the total composition C2H8O3 (ωB97M-V/def2-TZVPD, the Open Molecules 2025 dataset).

```
13
Properties=species:S:1:pos:R:3:forces:R:3:mulliken_charge:R:1
O -1.508 2.100 0.944 -0.26 -0.17 0.28 -0.65
O 1.747 0.326 -1.681 0.14 0.13 0.10 -0.65
O -0.676 -0.245 -0.465 -0.26 0.14 0.04 -0.63
C -0.437 -0.797 0.586 0.20 -0.44 0.11 0.34
C 0.718 -1.740 0.764 -0.15 0.58 -0.39 -0.98
H 1.165 -1.881 -0.216 0.05 -0.31 0.03 0.27
H 0.801 0.163 -1.536 0.18 -0.13 -0.14 0.37
H 2.011 -0.159 -2.466 -0.15 0.00 -0.05 0.31
H 0.394 -2.669 1.233 0.11 0.05 0.04 0.35
H -1.032 2.912 0.762 0.07 -0.09 -0.26 0.31
H -1.423 1.505 0.185 0.16 0.30 0.00 0.36
H 1.470 -1.235 1.376 -0.10 -0.15 0.23 0.28
H -1.085 -0.617 1.458 0.00 0.09 0.02 0.32
```
Positions in Å, forces in eV/Å.

Summary:
Energy above the lowest of the compared OMol25 structures with the same formula, charge and spin (eV): 0.0518
E_tot (eV): -8345.9499
HOMO energy (eV): -10.62
Orbital gap (eV): 11.5
Lowest unoccupied orbital energy (eV): 0.8

---

Entry 3:
# C3H3Cl2N3

2 unconnected molecules or ions with the total composition C3H3Cl2N3 in a non-equilibrium geometry (ωB97M-V/def2-TZVPD, the Open Molecules 2025 dataset).

```
11
Properties=species:S:1:pos:R:3:forces:R:3:mulliken_charge:R:1
Cl -0.696 -0.263 2.114 -0.20 0.61 -0.79 -0.15
Cl -2.935 -0.963 -2.241 0.95 0.64 0.82 -0.13
N -1.147 0.077 -0.587 -2.42 -1.39 -3.72 0.30
N 0.530 2.738 0.177 0.34 0.50 0.00 -0.38
N -2.090 -0.687 -0.604 0.47 0.05 0.95 -0.39
C -0.327 0.350 0.429 3.53 -2.95 2.49 0.04
C 1.514 -0.672 0.142 -3.21 0.69 -0.60 -0.73
C 0.156 1.668 0.323 0.03 0.94 0.47 0.44
H 1.231 -1.769 0.113 0.39 1.56 0.38 0.31
H 2.073 -0.240 0.979 -0.27 -0.41 -0.31 0.36
H 1.690 -0.239 -0.845 0.39 -0.24 0.32 0.32
```
Positions in Å, forces in eV/Å.

Summary:
Energy above the lowest of the compared OMol25 structures with the same formula, charge and spin (eV): 4.6777
E_tot (eV): -32669.8708
HOMO energy (eV): -10.27
Orbital gap (eV): 8.8
Lowest unoccupied orbital energy (eV): -1.5

---

Entry 4:
# C3H5NO3

A single C3H5NO3 molecule in a non-equilibrium geometry (ωB97M-V/def2-TZVPD, the Open Molecules 2025 dataset).

```
12
Properties=species:S:1:pos:R:3:forces:R:3:mulliken_charge:R:1
O 1.372 1.342 1.630 -0.02 0.36 -0.85 -0.46
O -1.466 0.166 -1.785 -0.36 2.55 -1.14 -0.37
O 1.533 -0.454 0.296 0.48 0.29 -0.84 -0.50
N -0.504 0.529 0.638 -0.03 -2.24 -5.92 -0.42
C -0.724 -1.714 -0.618 0.36 -0.42 -0.80 -0.87
C -0.847 -0.216 -0.885 0.49 -3.47 4.55 0.49
C 0.889 0.455 0.717 -1.44 0.27 2.94 0.62
H 0.003 -2.193 -1.275 0.06 0.22 -0.13 0.27
H 0.703 2.042 1.609 0.33 0.17 0.51 0.33
H -1.695 -2.117 -0.913 -0.02 -0.02 0.12 0.33
H -0.465 -2.024 0.385 -0.03 0.42 0.16 0.29
H -1.434 0.880 0.662 0.18 1.85 1.40 0.30
```
Positions in Å, forces in eV/Å.

Summary:
Energy above the lowest of the compared OMol25 structures with the same formula, charge and spin (eV): 2.8397
E_tot (eV): -10822.8480
HOMO energy (eV): -10.47
Orbital gap (eV): 10.9
Lowest unoccupied orbital energy (eV): 0.4